Formula: C6H11N2O2
Source: the OMol25 dataset
Level of theory: ωB97M-V/def2-TZVPD

Positions of all 21 atoms, in Å:
C  -0.65  2.23  -0.90
N  -0.07  1.24  -0.40
C  0.52  0.07  -0.94
O  0.15  -0.18  -2.25
C  0.14  -1.13  -0.07
C  1.08  -2.31  -0.36
C  -0.15  -1.08  1.40
N  -0.20  0.01  2.04
C  -0.16  1.31  1.59
O  -1.19  2.11  1.80
H  -1.02  3.02  -0.22
H  -0.98  2.35  -2.08
H  1.56  0.07  -1.03
H  -0.63  0.33  -2.32
H  -0.72  -1.45  -0.62
H  1.91  -2.32  0.44
H  1.56  -2.48  -1.33
H  0.37  -3.16  -0.29
H  -0.26  -2.15  1.92
H  0.79  1.79  1.56
H  -2.06  1.72  2.06

Results
ΔE to the lowest compared entry with this formula, charge and spin = 430.6 kJ/mol
Net charge = +1
E_LUMO = -0.144 Eh
Energy = -494.854266 hartree
Multiplicity = 1
Highest occupied orbital energy = -0.533 hartree

=====

Formula: C33H39N4O
Source: the OMol25 dataset
Level of theory: ωB97M-V/def2-TZVPD

Positions of all 77 atoms, in Å:
C  1.12  1.96  -2.23
N  1.25  2.57  -0.92
C  1.08  3.93  -0.78
O  1.08  4.74  -1.69
C  0.90  4.22  0.69
C  -0.54  4.62  1.06
C  -1.55  3.70  0.42
C  -1.86  3.91  -0.93
C  -2.73  3.06  -1.60
C  -3.30  1.98  -0.92
C  -3.06  1.80  0.45
C  -2.20  2.68  1.13
N  1.23  2.92  1.29
C  0.84  2.70  2.58
C  0.56  1.49  3.14
C  0.99  1.30  4.53
C  1.00  -0.13  5.02
C  1.64  -0.38  6.23
C  2.11  -1.67  6.48
C  1.82  -2.71  5.58
C  0.98  -2.48  4.49
C  0.47  -1.20  4.27
C  1.54  1.86  0.32
C  2.99  1.22  0.38
C  4.05  2.31  0.18
C  3.17  0.18  -0.73
C  3.19  0.53  1.72
H  0.21  2.31  -2.75
H  1.98  2.22  -2.88
H  1.05  0.87  -2.12
H  1.63  4.99  0.99
H  -0.65  4.62  2.15
H  -0.68  5.64  0.70
H  -1.38  4.74  -1.45
H  -2.93  3.24  -2.66
H  -3.95  1.28  -1.45
H  -3.53  0.98  0.99
H  -2.02  2.57  2.20
H  0.76  3.60  3.20
H  0.09  0.68  2.56
H  1.90  1.88  4.77
H  1.79  0.42  6.94
H  2.72  -1.86  7.36
H  2.25  -3.71  5.75
H  0.74  -3.29  3.80
H  -0.29  -1.05  3.50
H  0.81  1.04  0.44
H  4.07  3.01  1.02
H  5.04  1.85  0.10
H  3.88  2.87  -0.75
H  2.30  -0.49  -0.82
H  3.37  0.64  -1.71
H  4.04  -0.45  -0.51
H  2.43  -0.25  1.88
H  4.18  0.05  1.74
H  3.15  1.24  2.55
C  1.01  6.94  7.63
C  0.17  5.70  7.50
C  0.62  4.68  6.63
C  -0.15  3.51  6.47
C  -1.33  3.41  7.22
C  -1.78  4.38  8.08
C  -1.03  5.56  8.24
C  -1.51  6.65  9.18
N  -1.87  2.16  6.90
C  -1.07  1.57  6.01
N  -0.01  2.32  5.71
H  0.57  7.68  8.31
H  2.02  6.71  8.01
H  1.15  7.44  6.66
H  1.56  4.78  6.08
H  -2.71  4.24  8.63
H  -2.45  6.35  9.65
H  -0.80  6.84  10.00
H  -1.70  7.61  8.67
H  -2.72  1.73  7.24
H  -1.26  0.57  5.63

Results
ΔE to the lowest compared entry with this formula, charge and spin = 87.9 kJ/mol
Net charge = +1
E_LUMO = -0.111 Eh
Energy = -1574.914963 hartree
Multiplicity = 1
Highest occupied orbital energy = -0.399 hartree

=====

Formula: C7H7N
Source: the OMol25 dataset
Level of theory: ωB97M-V/def2-TZVPD

Positions of all 15 atoms, in Å:
C  -0.34  2.06  -0.98
C  0.43  1.43  0.02
C  0.20  0.20  0.86
C  1.28  0.16  1.78
C  -0.55  -0.87  0.27
C  -1.12  -1.62  1.22
C  -0.34  -1.10  -1.13
N  0.19  -0.77  -2.37
H  0.30  3.12  -1.38
H  -1.23  1.79  -1.56
H  1.18  2.11  0.10
H  2.26  1.03  1.57
H  1.79  -0.67  2.54
H  -1.79  -2.59  0.88
H  -1.25  -0.95  2.17

Results
ΔE to the lowest compared entry with this formula, charge and spin = 773.6 kJ/mol
E_LUMO = -0.026 Eh
Energy = -325.364046 hartree
Multiplicity = 1
Highest occupied orbital energy = -0.327 hartree

=====

Formula: C4H2S
Source: the OMol25 dataset
Level of theory: ωB97M-V/def2-TZVPD

Positions of all 7 atoms, in Å:
C  -1.30  -0.95  -0.05
C  0.57  0.82  -0.02
C  -0.53  -0.04  -0.25
C  1.05  -0.03  1.04
S  2.05  -0.16  -0.32
H  -2.15  -1.55  -0.18
H  0.32  1.91  -0.22

Results
ΔE to the lowest compared entry with this formula, charge and spin = 143.2 kJ/mol
<S²> = 2.015
E_LUMO (spin up / spin down) = 0.026 / -0.083 Eh
Energy = -551.500774 hartree
Multiplicity = 3
Highest occupied orbital energy (spin up / spin down) = -0.269 / -0.345 hartree

=====

Formula: C5H10O
Source: the OMol25 dataset
Level of theory: ωB97M-V/def2-TZVPD

Positions of all 16 atoms, in Å:
C  -0.94  -0.13  -1.69
C  -0.94  -0.70  0.77
C  0.42  -0.23  1.20
C  1.66  -0.42  0.33
C  -0.69  0.71  0.84
O  -0.66  1.28  -0.52
H  -0.21  0.30  -2.38
H  -1.96  0.13  -1.91
H  -0.78  -1.18  -1.48
H  -1.61  -1.21  1.46
H  0.68  -0.23  2.26
H  2.43  0.33  0.53
H  2.10  -1.41  0.51
H  1.41  -0.38  -0.74
H  -1.12  1.44  1.52
H  0.20  1.71  -0.68

Results
ΔE to the lowest compared entry with this formula, charge and spin = 612.7 kJ/mol
E_LUMO (spin up / spin down) = 0.019 / 0.019 Eh
Energy = -271.519235 hartree
Multiplicity = 1
Highest occupied orbital energy (spin up / spin down) = -0.254 / -0.254 hartree

=====

Formula: C36H66F6O25
Source: the OMol25 dataset
Level of theory: ωB97M-V/def2-TZVPD

Positions of all 133 atoms, in Å:
C  1.96  -0.81  2.19
C  0.52  -0.39  1.88
O  0.34  0.08  0.54
C  0.94  1.19  0.16
O  1.68  1.85  0.83
C  0.48  1.65  -1.24
F  -0.59  0.97  -1.64
F  0.10  2.95  -1.16
F  1.47  1.58  -2.12
H  1.98  -1.28  3.17
H  2.59  0.07  2.12
H  2.31  -1.53  1.45
H  0.13  0.35  2.58
H  -0.12  -1.26  1.97
C  1.97  -2.35  6.83
C  2.29  -3.71  6.25
O  3.27  -3.59  5.21
C  3.37  -4.60  4.35
O  2.76  -5.62  4.41
C  4.38  -4.28  3.24
F  4.55  -2.95  3.08
F  5.57  -4.82  3.50
F  3.94  -4.76  2.06
H  1.55  -1.64  6.13
H  2.88  -1.94  7.30
H  1.33  -2.44  7.71
H  1.39  -4.22  5.92
H  2.78  -4.32  7.01
C  0.12  -8.08  0.13
C  0.15  -6.55  0.21
O  0.19  -6.17  1.56
C  -0.07  -4.92  1.90
O  -0.25  -3.99  1.15
O  -0.06  -4.86  3.23
C  -0.30  -3.58  3.81
H  0.74  -8.56  0.88
H  0.47  -8.37  -0.86
H  -0.89  -8.49  0.16
H  -0.67  -6.12  -0.36
H  1.08  -6.27  -0.30
H  -1.15  -3.06  3.37
H  0.52  -2.89  3.64
H  -0.50  -3.82  4.84
C  -3.48  2.50  -0.73
C  -3.56  3.48  0.45
O  -2.31  4.06  0.80
C  -1.64  3.54  1.82
O  -1.94  2.56  2.46
O  -0.54  4.20  2.18
C  0.02  5.24  1.40
H  -3.49  1.46  -0.41
H  -2.58  2.74  -1.29
H  -4.36  2.60  -1.37
H  -4.11  3.03  1.28
H  -4.20  4.30  0.12
H  1.08  5.38  1.58
H  -0.49  6.19  1.65
H  -0.15  5.18  0.33
C  -2.42  -1.67  -0.51
C  -3.73  -1.89  0.21
O  -4.86  -1.67  -0.67
C  -5.44  -2.74  -1.18
O  -5.11  -3.89  -0.99
O  -6.49  -2.38  -1.90
C  -7.22  -3.40  -2.53
H  -2.27  -0.61  -0.73
H  -2.49  -2.12  -1.50
H  -1.61  -1.97  0.14
H  -3.93  -1.18  1.01
H  -3.82  -2.89  0.62
H  -6.70  -3.76  -3.41
H  -8.12  -2.97  -2.99
H  -7.59  -4.19  -1.88
C  -1.98  10.77  0.77
C  -1.53  9.56  -0.05
O  -2.52  9.32  -1.02
C  -2.65  8.20  -1.69
O  -3.57  7.95  -2.43
O  -1.63  7.36  -1.47
C  -1.64  6.08  -2.06
H  -1.19  11.11  1.43
H  -2.86  10.56  1.37
H  -2.19  11.57  0.06
H  -1.31  8.74  0.64
H  -0.56  9.84  -0.47
H  -0.80  5.48  -1.73
H  -1.52  6.12  -3.14
H  -2.56  5.55  -1.82
C  -1.80  -0.15  -4.72
C  -2.79  -1.28  -4.90
O  -3.94  -0.81  -5.59
C  -5.10  -1.43  -5.36
O  -5.23  -2.33  -4.58
O  -6.02  -0.80  -6.09
C  -7.37  -1.26  -5.89
H  -1.49  -0.06  -3.67
H  -2.25  0.81  -4.96
H  -0.84  -0.31  -5.22
H  -3.05  -1.61  -3.89
H  -2.38  -2.16  -5.41
H  -7.88  -1.23  -6.85
H  -7.89  -0.58  -5.22
H  -7.32  -2.29  -5.57
C  4.96  -0.30  -3.30
C  3.45  -0.33  -3.50
O  2.88  -1.21  -2.53
C  1.76  -1.87  -2.84
O  1.15  -1.78  -3.87
O  1.51  -2.70  -1.85
C  0.40  -3.63  -1.95
H  5.38  -1.20  -3.75
H  5.17  -0.34  -2.23
H  5.42  0.54  -3.81
H  3.19  -0.77  -4.46
H  3.04  0.67  -3.48
H  0.83  -4.51  -1.49
H  0.03  -3.75  -2.96
H  -0.38  -3.23  -1.31
C  8.07  3.11  3.70
C  7.83  3.11  2.21
O  7.77  1.76  1.71
C  6.55  1.23  1.57
O  5.51  1.78  1.83
O  6.68  -0.01  1.13
C  5.45  -0.71  0.95
H  8.78  2.34  3.98
H  7.17  2.95  4.30
H  8.55  4.03  4.03
H  8.73  3.47  1.72
H  6.97  3.71  1.93
H  5.61  -1.77  0.75
H  4.90  -0.25  0.13
H  4.83  -0.63  1.84

Results
ΔE to the lowest compared entry with this formula, charge and spin = 0.0 kJ/mol
E_LUMO = 0.020 Eh
Energy = -3891.587981 hartree
Multiplicity = 1
Highest occupied orbital energy = -0.384 hartree

=====

Formula: C4H8O
Source: the OMol25 dataset
Level of theory: ωB97M-V/def2-TZVPD

Positions of all 13 atoms, in Å:
C  0.86  1.47  -0.43
C  0.02  0.23  -0.65
C  0.31  -0.98  0.16
C  -1.07  -1.29  0.60
O  -1.90  -0.40  1.07
H  1.87  1.40  -0.87
H  1.01  1.69  0.64
H  0.39  2.37  -0.86
H  -1.44  0.44  0.75
H  -0.21  0.00  -1.69
H  0.74  -1.86  -0.33
H  0.93  -0.78  1.06
H  -1.51  -2.29  0.56

Results
ΔE to the lowest compared entry with this formula, charge and spin = 393.9 kJ/mol
E_LUMO (spin up / spin down) = 0.041 / -0.005 Eh
Energy = -232.295589 hartree
Multiplicity = 1
Highest occupied orbital energy (spin up / spin down) = -0.298 / -0.234 hartree

=====

Formula: C6H12BrCoN2
Source: the OMol25 dataset
Level of theory: ωB97M-V/def2-TZVPD

Positions of all 22 atoms, in Å:
C  -0.93  -0.91  -1.50
Co  -0.05  0.03  -0.12
N  1.41  0.88  -1.48
H  -0.92  -0.67  0.90
H  -1.18  0.88  0.03
H  -1.97  -1.25  -1.27
H  -0.35  -1.82  -1.74
H  -0.98  -0.30  -2.42
H  2.39  0.64  -1.37
H  1.40  1.90  -1.48
H  1.17  0.62  -2.44
Br  3.98  -0.64  3.98
C  2.85  0.52  2.99
C  2.88  1.89  3.20
C  2.03  2.70  2.45
C  1.18  2.12  1.50
N  1.16  0.78  1.32
C  1.99  -0.03  2.03
H  3.53  2.31  3.93
H  2.01  3.77  2.58
H  0.49  2.73  0.88
H  1.94  -1.11  1.82

Results
ΔE to the lowest compared entry with this formula, charge and spin = 24.9 kJ/mol
<S²> = 3.823
Net charge = -1
E_LUMO (spin up / spin down) = 0.115 / 0.115 Eh
Energy = -4301.963106 hartree
Multiplicity = 4
Highest occupied orbital energy (spin up / spin down) = -0.028 / -0.181 hartree

=====

Formula: CHO3S3
Source: the OMol25 dataset
Level of theory: ωB97M-V/def2-TZVPD

Positions of all 8 atoms, in Å:
C  -0.90  1.19  0.19
O  4.80  0.88  -0.33
O  1.23  0.86  -1.32
O  3.25  0.07  1.29
S  -2.40  1.44  0.75
S  -0.30  0.79  -1.35
S  3.49  0.27  -0.11
H  -0.12  0.95  1.01

Results
ΔE to the lowest compared entry with this formula, charge and spin = 122.2 kJ/mol
Net charge = -1
E_LUMO = 0.094 Eh
Energy = -1459.010556 hartree
Multiplicity = 1
Highest occupied orbital energy = -0.127 hartree

=====

Formula: C20H40FO15
Source: the OMol25 dataset
Level of theory: ωB97M-V/def2-TZVPD

Positions of all 76 atoms, in Å:
F  -0.24  -0.53  -0.72
C  -3.69  0.14  -2.92
C  -3.32  0.80  -1.57
O  -3.98  0.10  -0.53
C  -3.67  0.24  0.76
O  -3.03  1.13  1.21
O  -4.37  -0.65  1.53
C  -4.33  -0.46  2.99
H  -3.33  -0.88  -3.09
H  -3.25  0.71  -3.73
H  -4.76  0.05  -3.08
H  -3.51  1.86  -1.40
H  -2.26  0.63  -1.39
H  -4.99  0.30  3.39
H  -3.36  -0.24  3.44
H  -4.69  -1.41  3.40
C  -1.76  -3.45  -1.84
C  -2.26  -2.94  -0.46
O  -1.49  -3.55  0.54
C  -1.19  -2.87  1.66
O  -1.54  -1.68  1.87
O  -0.53  -3.65  2.52
C  -0.07  -3.15  3.75
H  -0.90  -2.84  -2.13
H  -2.52  -3.36  -2.61
H  -1.31  -4.44  -1.88
H  -3.28  -3.23  -0.23
H  -2.23  -1.86  -0.35
H  -0.81  -3.20  4.55
H  0.34  -2.14  3.66
H  0.70  -3.87  4.04
C  3.67  -0.59  -3.73
C  3.01  -0.20  -2.35
O  3.83  0.62  -1.62
C  3.37  1.38  -0.63
O  2.25  1.48  -0.24
O  4.36  2.15  -0.20
C  4.30  2.95  0.95
H  3.75  0.19  -4.49
H  3.08  -1.42  -4.13
H  4.65  -1.06  -3.66
H  2.87  -1.12  -1.77
H  2.02  0.23  -2.48
H  4.89  3.86  0.83
H  4.53  2.42  1.88
H  3.25  3.17  1.13
C  4.44  -1.41  3.65
C  4.40  -0.77  2.28
O  4.05  -1.67  1.14
C  2.79  -2.08  0.91
O  1.84  -1.74  1.60
O  2.79  -3.05  -0.06
C  1.50  -3.37  -0.70
H  4.93  -0.75  4.36
H  4.95  -2.37  3.58
H  3.42  -1.55  4.02
H  5.39  -0.43  1.97
H  3.82  0.16  2.27
H  0.61  -2.97  -0.20
H  1.35  -4.45  -0.66
H  1.56  -3.08  -1.75
C  -3.54  5.66  0.43
C  -2.51  4.54  0.34
O  -2.17  4.26  -1.03
C  -1.26  3.42  -1.26
O  -0.83  2.54  -0.46
O  -0.91  3.56  -2.49
C  0.07  2.62  -2.92
H  -4.35  5.16  -0.11
H  -3.16  6.57  -0.03
H  -3.86  5.88  1.45
H  -3.01  3.70  0.82
H  -1.60  4.69  0.91
H  0.34  2.78  -3.96
H  -0.17  1.61  -2.60
H  0.96  2.91  -2.37

Results
ΔE to the lowest compared entry with this formula, charge and spin = 211.6 kJ/mol
Net charge = -1
E_LUMO = 0.103 Eh
Energy = -2014.512788 hartree
Multiplicity = 1
Highest occupied orbital energy = -0.144 hartree

=====

Formula: C6H9O2
Source: the OMol25 dataset
Level of theory: ωB97M-V/def2-TZVPD

Positions of all 17 atoms, in Å:
C  -1.45  -0.62  1.24
C  -0.25  -0.78  0.71
C  0.31  -2.20  0.73
C  0.56  0.26  0.05
C  -0.18  1.38  -0.69
C  0.72  2.21  -1.74
O  0.88  1.51  -2.76
O  0.89  3.40  -1.43
H  -1.86  0.38  1.29
H  -1.97  -1.41  1.80
H  -0.36  -3.03  0.93
H  1.20  -2.15  1.37
H  0.62  -2.51  -0.31
H  1.21  0.74  0.81
H  1.30  -0.15  -0.72
H  -0.96  0.95  -1.32
H  -0.66  2.02  0.03

Results
ΔE to the lowest compared entry with this formula, charge and spin = 51.1 kJ/mol
Net charge = -1
E_LUMO = 0.131 Eh
Energy = -384.526110 hartree
Multiplicity = 1
Highest occupied orbital energy = -0.137 hartree

=====

Formula: C41H30F10IN3OPRu
Source: the OMol25 dataset
Level of theory: ωB97M-V/def2-TZVPD

Positions of all 88 atoms, in Å:
Ru  -0.90  -0.48  0.89
C  -1.05  -2.86  3.59
N  -0.28  -1.83  2.90
C  0.10  -0.74  3.80
C  -1.03  0.24  3.89
N  -1.29  0.82  2.56
C  -2.17  1.90  2.48
C  -2.26  2.65  1.29
F  -1.53  2.29  0.21
C  -3.07  3.74  1.12
F  -3.08  4.39  -0.05
C  -3.87  4.19  2.15
F  -4.66  5.25  2.01
C  -3.84  3.48  3.33
F  -4.64  3.85  4.34
C  -3.04  2.37  3.47
F  -3.18  1.72  4.65
C  0.86  -2.41  2.19
C  0.39  -3.27  1.05
N  -0.58  -2.55  0.21
C  -0.88  -3.07  -1.02
C  -2.12  -2.82  -1.61
F  -3.05  -2.11  -0.94
C  -2.51  -3.24  -2.85
F  -3.72  -2.93  -3.33
C  -1.66  -4.09  -3.60
F  -2.09  -4.53  -4.79
C  -0.48  -4.45  -3.10
F  0.33  -5.25  -3.80
C  0.12  -3.91  -1.86
F  0.55  -5.04  -1.11
H  -0.40  -3.44  4.26
H  -1.51  -3.55  2.88
H  -1.84  -2.40  4.18
H  0.97  -0.24  3.36
H  0.40  -1.11  4.79
H  -0.78  1.01  4.63
H  -1.90  -0.28  4.29
H  1.51  -2.99  2.86
H  1.45  -1.58  1.80
H  -0.07  -4.19  1.44
H  1.28  -3.60  0.52
I  1.75  2.15  2.29
C  3.20  2.94  1.03
C  4.11  3.74  1.68
C  5.15  4.39  0.99
C  5.25  4.22  -0.35
C  4.33  3.40  -1.05
C  4.51  3.28  -2.45
C  3.70  2.50  -3.20
C  2.66  1.79  -2.56
C  2.41  1.87  -1.21
P  0.96  0.73  -0.82
C  1.68  -0.85  -1.34
C  2.79  -1.29  -0.56
C  3.32  -2.60  -0.74
C  2.68  -3.49  -1.53
C  1.45  -3.13  -2.31
C  1.14  -1.67  -2.28
C  -0.28  1.23  -2.07
C  -1.37  0.39  -2.35
C  -2.44  0.84  -3.11
C  -2.46  2.15  -3.57
C  -1.41  3.00  -3.27
C  -0.33  2.55  -2.52
C  3.26  2.71  -0.39
H  4.01  3.89  2.75
H  5.85  5.02  1.53
H  6.03  4.71  -0.92
H  5.33  3.83  -2.91
H  3.84  2.40  -4.27
H  2.04  1.16  -3.17
H  3.26  -0.61  0.14
H  4.21  -2.89  -0.20
H  3.04  -4.51  -1.62
H  1.61  -3.44  -3.34
H  0.36  -1.32  -2.94
H  -1.39  -0.62  -1.98
H  -3.27  0.17  -3.31
H  -3.31  2.51  -4.14
H  -1.43  4.03  -3.61
H  0.48  3.23  -2.29
C  -3.61  -1.62  1.74
C  -2.88  -0.55  0.98
O  -3.36  0.37  0.40
H  -4.51  -1.89  1.18
H  -3.90  -1.19  2.70
H  -2.98  -2.49  1.89

Results
ΔE to the lowest compared entry with this formula, charge and spin = 0.0 kJ/mol
<S²> = 8.844
E_LUMO (spin up / spin down) = -0.009 / -0.039 Eh
Energy = -3552.213594 hartree
Multiplicity = 6
Highest occupied orbital energy (spin up / spin down) = -0.238 / -0.279 hartree